Below is a structure of composition C25H47AuBGeN7P at a distorted geometry, with properties calculated with the ωB97M-V functional and the def2-TZVPD basis.

Geometry (Å):
Au -0.957 -0.322 0.066
C -0.938 -0.443 4.556
C -1.163 0.060 3.279
N -1.001 -0.901 2.380
N -0.675 -2.021 3.026
C -0.632 -1.775 4.348
B -0.563 -3.396 2.355
N 0.735 -3.435 1.510
C 1.504 -4.520 1.318
C 2.512 -4.187 0.438
C 2.270 -2.844 0.145
N 1.208 -2.410 0.800
N -1.822 -3.649 1.509
C -2.965 -4.289 1.962
C -4.087 -3.769 1.342
C -3.657 -2.795 0.466
N -2.271 -2.696 0.582
H -0.998 0.075 5.494
H -1.438 1.050 2.967
H -0.379 -2.548 5.047
H -0.489 -4.249 3.189
H 1.290 -5.444 1.817
H 3.303 -4.808 0.068
H 2.809 -2.200 -0.523
H -2.901 -5.063 2.701
H -5.103 -4.089 1.498
H -4.187 -2.070 -0.117
C -0.710 4.277 1.570
C 0.723 3.875 1.214
C 1.562 5.117 0.924
C 1.286 3.177 2.453
P 0.591 2.500 -0.153
N -0.662 1.678 0.134
C 2.316 1.587 -0.196
C 3.582 2.440 -0.199
C 2.303 0.728 -1.461
C 2.349 0.622 0.991
C 0.365 3.395 -1.867
C -0.763 4.404 -1.649
C -0.200 2.339 -2.819
C 1.556 4.102 -2.506
H -0.753 4.681 2.583
H -1.338 3.389 1.522
H -1.113 5.029 0.898
H 1.635 5.706 1.843
H 1.110 5.747 0.161
H 2.568 4.860 0.605
H 1.102 3.783 3.343
H 2.360 3.027 2.376
H 0.792 2.216 2.586
H 3.587 3.164 -1.008
H 4.445 1.781 -0.326
H 3.712 2.974 0.739
H 2.429 1.330 -2.357
H 1.369 0.168 -1.520
H 3.124 0.008 -1.434
H 2.732 1.083 1.896
H 2.986 -0.232 0.767
H 1.350 0.229 1.184
H -1.550 3.928 -1.069
H -1.184 4.716 -2.608
H -0.419 5.298 -1.135
H -0.946 1.752 -2.283
H 0.562 1.665 -3.197
H -0.681 2.816 -3.676
H 2.013 4.815 -1.824
H 1.206 4.645 -3.388
H 2.316 3.396 -2.831
C -0.407 -2.588 -3.567
Ge -1.915 -2.985 -2.310
C -1.837 -4.980 -2.085
C -3.586 -2.619 -3.398
C -1.444 -2.256 -0.463
H -0.630 -2.974 -4.560
H 0.500 -3.065 -3.208
H -0.216 -1.523 -3.644
H -2.161 -5.514 -2.974
H -2.456 -5.287 -1.250
H -0.814 -5.270 -1.863
H -3.771 -3.488 -4.021
H -3.451 -1.761 -4.048
H -4.458 -2.449 -2.779
H -0.470 -2.720 -0.337

For the strongest force on any atom, the calculation gives 4.24 eV Å⁻¹. As for the orbital gap: 0.2142 Eh. For the total energy, the calculation gives -3942.9161 Ha. The net charge is -1.

---

Below is a structure of composition C25H47AuClINO3Si2 at a distorted geometry, with properties calculated with the ωB97M-V functional and the def2-TZVPD basis.

Geometry (Å):
O -0.447 -1.218 -3.793
O 0.788 0.796 -5.021
C 0.243 -2.522 -4.220
C -0.533 -3.618 -3.555
H 1.273 -2.412 -3.877
H 0.202 -2.537 -5.314
H -0.626 -3.439 -2.475
H -0.013 -4.570 -3.690
H -1.534 -3.714 -3.994
C -1.799 -0.932 -4.442
C -1.790 -1.141 -5.932
H -2.007 0.101 -4.146
H -2.464 -1.621 -3.912
H -1.088 -0.476 -6.455
H -2.790 -0.905 -6.309
H -1.587 -2.181 -6.211
C 0.321 2.159 -4.894
C 2.075 0.600 -5.647
C -0.683 2.491 -5.958
H 1.178 2.841 -4.918
H -0.135 2.222 -3.899
H -0.238 2.455 -6.954
H -1.043 3.506 -5.795
H -1.542 1.818 -5.934
C 2.027 0.766 -7.141
H 2.364 -0.416 -5.372
H 2.799 1.291 -5.197
H 1.234 0.167 -7.599
H 2.979 0.428 -7.552
H 1.896 1.809 -7.429
H 0.181 -0.438 -3.885
Au 0.059 -0.353 -0.456
C 1.575 -0.093 -1.941
Si 3.254 0.397 -1.228
H 1.624 -1.068 -2.446
H 1.234 0.667 -2.656
C 4.565 -0.556 -2.209
C 3.718 0.096 0.564
C 3.460 2.232 -1.563
C -1.874 -1.217 -0.498
Si -3.329 -0.004 -0.557
H -1.904 -1.878 0.384
H -1.873 -1.868 -1.392
C -4.616 -0.698 -1.750
C -2.748 1.678 -1.156
C -4.106 0.172 1.144
H 2.928 2.525 -2.478
H 4.529 2.458 -1.687
H 3.068 2.821 -0.721
H 4.427 -1.640 -2.100
H 5.563 -0.301 -1.821
H 4.529 -0.307 -3.276
H 3.158 -0.732 1.014
H 3.558 0.995 1.174
H 4.790 -0.150 0.599
H -2.996 1.833 -2.216
H -1.659 1.771 -1.027
H -3.233 2.473 -0.571
H -5.011 0.797 1.094
H -3.401 0.637 1.847
H -4.392 -0.812 1.541
H -5.594 -0.230 -1.565
H -4.724 -1.781 -1.605
H -4.344 -0.518 -2.799
Cl 2.115 0.633 6.491
C 1.717 0.929 4.853
C 2.029 2.168 4.290
C 1.726 2.454 2.966
I 2.350 4.232 2.083
C 0.989 1.510 2.133
O 0.644 1.793 0.953
C 0.763 0.173 2.713
N 0.349 -0.806 1.887
C 0.162 -2.038 2.354
C 0.415 -2.383 3.691
C 0.872 -1.411 4.558
C 1.104 -0.103 4.083
H 2.531 2.915 4.897
H -0.211 -2.777 1.636
H 0.242 -3.408 4.006
H 1.067 -1.642 5.598

For the strongest force on any atom, the calculation gives 2.21 eV Å⁻¹. As for the orbital gap (alpha / beta): 0.2463 / 0.2040 Eh. For the total energy, the calculation gives -2733.5149 Ha. Its multiplicity is 3. The net charge is +1. Its relative energy (zero: lowest compared OMol25 entry of this formula, charge and spin) is 0.00 kcal per mole.

---

Below is a structure of composition C25H47Cl2NO3P2ReS at a distorted geometry, with properties calculated with the ωB97M-V functional and the def2-TZVPD basis.

Geometry (Å):
Re -0.637 -0.833 -0.068
Cl -0.086 -0.402 -2.333
P -1.061 -2.871 -0.867
C 0.271 -3.724 -1.928
C -1.344 -4.127 0.503
C -2.519 -2.919 -2.034
C 1.686 -3.184 -1.673
H -0.036 -3.405 -2.937
C 0.320 -5.258 -1.911
H 0.671 -5.653 -0.947
H 1.043 -5.583 -2.679
H -0.638 -5.732 -2.148
H 1.757 -2.114 -1.895
H 2.390 -3.708 -2.340
H 2.025 -3.350 -0.641
H -2.099 -2.376 -2.899
C -3.685 -2.093 -1.489
C -2.975 -4.293 -2.545
H -2.255 -4.724 -3.247
H -3.923 -4.162 -3.091
H -3.153 -5.017 -1.740
H -3.357 -1.135 -1.064
H -4.255 -2.637 -0.724
H -4.358 -1.860 -2.325
C -0.152 -3.974 1.448
H -1.354 -5.110 0.002
C -2.655 -3.879 1.240
H 0.817 -4.178 0.973
H -0.287 -4.644 2.307
H -0.115 -2.949 1.856
H -2.701 -2.829 1.580
H -2.671 -4.486 2.155
H -3.549 -4.079 0.644
Cl -1.980 -0.779 1.911
H -1.709 0.377 -0.375
P 0.160 4.015 -1.004
C -0.950 4.136 -2.406
C -0.468 4.276 0.660
C 1.847 3.647 -1.490
C -2.026 3.027 -2.432
H -0.278 3.941 -3.263
C -1.511 5.558 -2.568
H -2.263 5.811 -1.813
H -1.979 5.635 -3.564
H -0.706 6.304 -2.516
H -1.556 2.043 -2.565
H -2.707 3.217 -3.274
H -2.621 2.981 -1.513
H 1.702 3.053 -2.416
C 2.660 2.732 -0.531
C 2.564 4.963 -1.846
H 2.214 5.345 -2.812
H 3.643 4.760 -1.919
H 2.404 5.738 -1.081
H 2.270 2.743 0.491
H 3.708 3.066 -0.511
H 2.618 1.683 -0.860
C -1.948 3.882 0.810
H -0.350 5.379 0.732
C 0.367 3.583 1.754
H -2.604 4.356 0.074
H -2.271 4.217 1.802
H -2.079 2.787 0.773
H 0.305 2.483 1.673
H -0.060 3.861 2.725
H 1.414 3.901 1.743
O 4.872 1.373 2.201
S 4.409 0.005 2.129
O 5.382 -1.058 2.092
N 3.252 -0.154 0.954
C 2.038 -0.355 1.458
O 1.001 -0.389 0.717
C 1.985 -0.471 2.924
C 0.878 -0.611 3.767
C 1.077 -0.623 5.148
C 2.369 -0.474 5.672
C 3.471 -0.297 4.818
C 3.252 -0.295 3.446
H -0.114 -0.695 3.318
H 0.218 -0.743 5.816
H 2.504 -0.484 6.753
H 4.483 -0.162 5.213

For the strongest force on any atom, the calculation gives 4.79 eV Å⁻¹. As for the orbital gap (alpha / beta): 0.1651 / 0.1549 Eh. For the total energy, the calculation gives -3340.7274 Ha. Its multiplicity is 4. The net charge is 0. Its relative energy (zero: lowest compared OMol25 entry of this formula, charge and spin) is 22.17 kcal per mole.